Entry 1:
{"formula": "C48H55N7P2STi", "method": "ωB97M-V with the def2-TZVPD basis set", "de_lowest_kj_mol": 291.7, "gap_ev": [6.1, 6.4], "fmax_ev_per_a": 4.07, "multiplicity": 2, "charge": 3, "symbols": ["Ti", "C", "C", "P", "C", "C", "C", "C", "C", "C", "C", "C", "C", "C", "C", "C", "C", "P", "C", "C", "C", "C", "C", "C", "C", "C", "C", "C", "C", "C", "H", "H", "H", "H", "H", "H", "H", "H", "H", "H", "H", "H", "H", "H", "H", "H", "H", "H", "H", "H", "H", "H", "H", "H", "H", "H", "N", "C", "N", "S", "H", "H", "H", "H", "C", "C", "C", "C", "N", "C", "C", "H", "H", "H", "H", "H", "H", "H", "N", "C", "C", "C", "C", "C", "C", "C", "H", "H", "H", "H", "H", "C", "C", "N", "C", "N", "C", "C", "C", "N", "C", "H", "H", "H", "H", "H", "H", "H", "H", "H", "H", "H", "H", "H"], "positions_angstrom": [[0.61237, -0.54580, 0.27393], [1.85368, 2.28606, 2.05599], [1.45616, 2.24504, 0.58045], [-0.31333, 2.82747, 0.54451], [-1.16799, 1.96667, -0.85196], [-1.01103, 2.31270, -2.19417], [-1.91570, 1.87352, -3.14535], [-3.01710, 1.11714, -2.77854], [-3.18730, 0.75930, -1.45051], [-2.26355, 1.16703, -0.50062], [-0.12243, 4.51598, -0.12745], [0.80016, 4.84937, -1.11730], [0.91461, 6.15761, -1.54199], [0.11245, 7.14773, -0.99571], [-0.81194, 6.82166, -0.01881], [-0.92790, 5.51398, 0.41652], [1.15930, 1.18953, 2.87551], [-0.57892, 0.83915, 2.31879], [-1.18203, -0.51282, 3.44922], [-0.50144, -1.11598, 4.50082], [-1.13444, -2.07812, 5.27271], [-2.43720, -2.46038, 5.00095], [-3.13116, -1.84615, 3.97031], [-2.50872, -0.87749, 3.20597], [-1.55414, 2.10038, 3.25524], [-1.37620, 2.12157, 4.63779], [-2.06101, 3.03845, 5.41518], [-2.94215, 3.93117, 4.82641], [-3.15031, 3.89022, 3.45750], [-2.46647, 2.97340, 2.67644], [1.60030, 3.27367, 2.45717], [2.93726, 2.16214, 2.14820], [1.51722, 1.19278, 0.23299], [2.11029, 2.88821, -0.01516], [-0.20004, 2.96142, -2.49159], [-1.77901, 2.15951, -4.17540], [-3.75821, 0.85124, -3.51538], [-4.06119, 0.20456, -1.14252], [-2.45373, 0.95056, 0.54923], [1.44701, 4.10445, -1.56552], [1.63888, 6.40483, -2.30145], [0.20999, 8.16758, -1.32907], [-1.43924, 7.58569, 0.41230], [-1.63179, 5.26781, 1.19709], [1.15748, 1.46870, 3.93367], [1.72323, 0.24745, 2.76804], [0.51743, -0.83971, 4.73587], [-0.61164, -2.52183, 6.10480], [-2.91943, -3.21655, 5.60062], [-4.15852, -2.10878, 3.77493], [-3.06662, -0.37464, 2.41998], [-0.70234, 1.42944, 5.12320], [-1.91112, 3.05236, 6.48486], [-3.47601, 4.64830, 5.43004], [-3.85077, 4.57176, 2.99593], [-2.65444, 2.96713, 1.60706], [5.70729, -1.07672, -0.40827], [4.67562, -0.24677, -0.46750], [4.65440, 0.74143, -1.36427], [3.39726, -0.49408, 0.62011], [6.55550, -0.93911, -0.93727], [5.71454, -1.80655, 0.28958], [5.46180, 0.94500, -1.93825], [3.91884, 1.42914, -1.32284], [-0.06430, -5.62848, 3.91993], [0.12830, -4.37504, 3.15630], [1.33525, -3.67336, 3.16023], [1.45297, -2.50400, 2.43442], [0.45544, -1.98356, 1.70648], [-0.70854, -2.66134, 1.69045], [-0.91118, -3.83001, 2.38977], [0.73125, -5.79010, 4.64238], [-0.08518, -6.47872, 3.23559], [-1.02338, -5.61451, 4.43499], [2.17838, -4.04497, 3.72471], [2.39399, -1.96056, 2.44273], [-1.51358, -2.22367, 1.09585], [-1.87200, -4.32330, 2.34887], [0.89435, 0.14292, -1.54862], [1.16237, 0.45050, -2.63984], [1.44650, 0.79111, -3.95215], [2.38909, 1.78237, -4.27165], [2.66128, 2.06135, -5.59362], [2.00709, 1.36672, -6.60401], [1.06060, 0.39811, -6.29181], [0.76885, 0.10893, -4.97746], [2.89059, 2.32460, -3.48460], [3.39112, 2.81453, -5.84478], [2.23260, 1.58127, -7.63639], [0.55275, -0.13636, -7.07809], [0.02501, -0.62846, -4.71613], [-2.22905, -3.12811, -3.83248], [-2.70813, -2.35284, -2.61768], [-1.56641, -1.99642, -1.79111], [-0.40104, -2.68205, -1.75025], [0.51912, -2.26286, -0.88384], [1.70129, -3.11362, -0.76996], [2.15611, -3.56229, -2.15306], [1.03767, -4.41598, -2.72302], [-0.23913, -3.73738, -2.56126], [-1.35235, -4.26792, -3.33782], [-1.65245, -2.47761, -4.49216], [-3.07986, -3.51379, -4.38973], [-3.40494, -2.96576, -2.03502], [-3.22184, -1.43974, -2.91595], [-1.64164, -1.15517, -1.22180], [1.46215, -4.00165, -0.16584], [2.49355, -2.55713, -0.26114], [3.07733, -4.13762, -2.09291], [2.33132, -2.68445, -2.78131], [1.00260, -5.38484, -2.21176], [1.20117, -4.60073, -3.78860], [-1.93736, -4.95264, -2.71431], [-0.94424, -4.83423, -4.17554]], "forces_ev_per_angstrom": [[0.302, -0.609, 0.581], [0.229, 0.019, 0.014], [-0.691, 0.022, 0.505], [0.590, 0.370, -1.239], [-0.302, 0.322, 0.140], [-0.222, -0.023, 0.187], [0.201, 0.096, -0.048], [-0.035, -0.031, 0.187], [-0.129, -0.034, -0.143], [0.046, 0.201, 0.186], [-0.018, -0.167, 0.291], [0.001, 0.051, 0.087], [0.099, 0.052, -0.147], [-0.075, -0.048, 0.044], [-0.038, 0.141, -0.045], [0.093, -0.207, 0.011], [-0.030, 0.005, -0.134], [0.146, -0.251, 1.992], [-0.057, -0.006, -0.207], [-0.031, 0.168, -0.220], [-0.009, -0.046, 0.079], [-0.043, 0.040, 0.001], [-0.062, 0.043, -0.015], [0.065, 0.145, 0.050], [-0.295, 0.111, -0.217], [0.052, 0.040, -0.069], [-0.025, 0.094, 0.056], [-0.026, -0.010, -0.027], [-0.102, -0.013, 0.006], [-0.099, -0.008, -0.021], [0.053, -0.094, 0.008], [-0.104, 0.066, 0.081], [0.669, 1.128, -0.141], [-0.001, -0.463, -0.189], [-0.005, 0.058, -0.059], [-0.021, 0.088, -0.186], [-0.093, -0.074, -0.109], [-0.116, -0.066, 0.027], [-0.080, 0.021, -0.258], [0.018, -0.058, 0.025], [0.081, 0.090, -0.109], [0.022, 0.138, -0.046], [-0.052, 0.096, 0.042], [-0.090, -0.012, 0.101], [-0.012, -0.233, -0.110], [-0.063, 0.182, 0.160], [0.096, 0.046, 0.015], [0.116, -0.087, 0.109], [-0.053, -0.044, 0.112], [-0.143, -0.044, -0.022], [-0.061, -0.024, 0.024], [-0.027, -0.009, 0.027], [0.049, 0.010, 0.046], [-0.035, 0.061, 0.078], [-0.057, 0.007, -0.023], [-0.006, -0.014, 0.137], [0.165, 0.071, -0.025], [-0.165, 0.020, -0.443], [0.249, -0.046, -0.084], [-0.536, -0.155, 0.806], [0.010, 0.074, -0.030], [-0.062, 0.116, -0.073], [-0.099, 0.009, 0.018], [0.128, -0.138, 0.101], [-0.021, -0.229, 0.112], [0.119, 0.545, -0.282], [-0.211, -0.014, -0.142], [0.334, -0.118, 0.325], [0.379, -1.168, 0.761], [-0.298, -0.273, 0.103], [0.145, 0.162, -0.183], [0.007, -0.027, 0.019], [0.013, -0.049, -0.002], [-0.038, -0.016, 0.060], [0.053, 0.063, 0.033], [-0.143, -0.095, -0.014], [0.162, -0.199, 0.088], [-0.050, 0.040, -0.014], [1.036, 1.249, -3.734], [-0.521, -0.712, 2.583], [0.237, 0.308, -1.540], [-0.169, -0.212, 0.193], [0.046, 0.024, -0.066], [-0.061, -0.062, 0.153], [-0.012, -0.008, -0.121], [0.125, 0.086, 0.302], [0.065, 0.071, 0.080], [0.049, 0.095, -0.017], [0.024, 0.037, -0.113], [-0.063, -0.026, -0.119], [-0.055, -0.109, -0.016], [-0.003, -0.095, 0.281], [-0.274, -0.141, -0.258], [0.169, 0.199, 0.150], [-0.225, 0.361, 0.049], [-0.218, -0.128, -0.246], [0.349, -0.320, 0.088], [-0.270, -0.013, 0.230], [0.579, -0.099, 0.037], [0.023, 0.247, 0.083], [-0.461, 0.033, -0.217], [0.006, 0.009, -0.059], [-0.009, -0.018, -0.012], [-0.004, 0.076, -0.087], [0.062, -0.112, 0.064], [-0.052, -0.349, -0.306], [0.075, 0.112, 0.036], [-0.221, -0.283, -0.130], [0.015, -0.037, -0.026], [0.034, -0.028, -0.029], [0.023, 0.053, -0.104], [-0.115, -0.003, 0.104], [0.032, -0.036, -0.120], [0.017, 0.021, 0.123]]}

---

Entry 2:
{"formula": "C48H56AlBrFN2O2PSi", "method": "ωB97M-V with the def2-TZVPD basis set", "de_lowest_kj_mol": 0.0, "gap_ev": 5.7, "fmax_ev_per_a": 1.60, "symbols": ["Al", "C", "C", "C", "C", "C", "C", "C", "N", "C", "C", "C", "C", "C", "C", "C", "N", "C", "C", "C", "C", "H", "H", "H", "H", "H", "H", "H", "H", "H", "H", "H", "H", "H", "H", "H", "H", "H", "H", "H", "H", "H", "H", "H", "H", "C", "P", "C", "C", "C", "C", "C", "C", "C", "C", "C", "C", "C", "C", "H", "H", "H", "H", "H", "H", "H", "H", "H", "H", "H", "H", "H", "C", "Si", "C", "C", "H", "H", "H", "H", "H", "H", "H", "H", "H", "Br", "C", "C", "C", "C", "C", "C", "C", "O", "O", "H", "H", "H", "H", "F", "C", "C", "C", "C", "C", "C", "C", "H", "H", "H", "H", "H", "H"], "positions_angstrom": [[-1.02275, -0.79865, -0.44896], [1.41265, 0.61195, 6.09504], [0.55265, -0.59545, 5.69164], [-0.64535, -0.69235, 6.64154], [1.36535, -1.89135, 5.82754], [0.12875, -0.45115, 4.24254], [-1.20995, -0.39455, 3.81894], [-1.50295, -0.33145, 2.48194], [-0.59575, -0.33215, 1.49714], [0.70785, -0.34265, 1.89164], [1.07435, -0.40625, 3.23604], [1.64325, -0.39455, 0.80734], [3.03375, -0.40135, 0.94594], [3.86435, -0.51415, -0.15176], [3.22585, -0.55515, -1.40146], [1.85535, -0.51415, -1.47296], [1.04905, -0.46475, -0.41026], [5.36895, -0.60345, 0.01804], [6.10615, -0.59875, -1.32466], [5.68675, -1.91625, 0.74844], [5.88885, 0.58115, 0.84544], [1.70815, 0.53315, 7.13904], [0.85035, 1.53445, 5.96654], [2.31525, 0.67525, 5.49274], [-0.29015, -0.77415, 7.66744], [-1.23915, -1.57755, 6.42084], [-1.28065, 0.18805, 6.57414], [1.72685, -2.00095, 6.84634], [2.22185, -1.90555, 5.15954], [0.73945, -2.74935, 5.59174], [-2.02325, -0.40435, 4.52514], [-2.52925, -0.30775, 2.16284], [2.12265, -0.44005, 3.48584], [3.45635, -0.31745, 1.93134], [3.79235, -0.62425, -2.31386], [1.37325, -0.49425, -2.44016], [5.84625, -1.46955, -1.92306], [7.17925, -0.62705, -1.14306], [5.88035, 0.30285, -1.89236], [5.28745, -2.76115, 0.19244], [5.25555, -1.92445, 1.74644], [6.76315, -2.03995, 0.83964], [5.63745, 1.52095, 0.35844], [6.97185, 0.51735, 0.93594], [5.47305, 0.58995, 1.84924], [-1.77565, 1.93485, -2.58746], [-0.91045, 1.74935, -0.98726], [-1.93245, 2.78365, 0.12284], [-1.40585, 3.07175, 1.37904], [-2.05505, 3.94245, 2.23174], [-3.25085, 4.52415, 1.84584], [-3.80285, 4.20805, 0.61694], [-3.14785, 3.34525, -0.24606], [0.45445, 2.98255, -1.10216], [0.39295, 4.11225, -1.90996], [1.38485, 5.07435, -1.85306], [2.46415, 4.91765, -0.99786], [2.54445, 3.78665, -0.20236], [1.54415, 2.83155, -0.25166], [-2.09685, 2.95325, -2.78556], [-2.64475, 1.28145, -2.55676], [-1.11025, 1.59925, -3.38016], [-0.47095, 2.62005, 1.68014], [-1.61835, 4.18085, 3.19004], [-3.74115, 5.23125, 2.49664], [-4.73915, 4.65415, 0.31514], [-3.59935, 3.11355, -1.19866], [-0.43225, 4.25525, -2.58546], [1.31895, 5.95275, -2.48046], [3.23355, 5.67605, -0.95126], [3.39135, 3.65045, 0.45694], [1.61435, 1.95605, 0.37524], [-1.66695, -4.20325, -0.63146], [-0.49715, -3.13935, 0.45004], [1.30345, -3.75655, 0.15684], [-0.88935, -3.62665, 2.28094], [-1.89395, -5.16445, -0.18486], [-1.20095, -4.37175, -1.59386], [-2.60345, -3.68615, -0.80536], [1.37825, -4.82385, 0.34214], [2.02805, -3.25125, 0.78804], [1.56945, -3.57315, -0.87806], [-0.75485, -4.69625, 2.41534], [-1.91245, -3.38915, 2.55624], [-0.23995, -3.11835, 2.98664], [-3.52785, 1.00595, -6.42326], [-1.99315, -0.07175, -6.06406], [-1.04175, -0.28175, -7.04936], [0.06555, -1.06385, -6.75766], [0.23835, -1.59455, -5.49236], [-0.71125, -1.35045, -4.50496], [-1.84645, -0.60845, -4.79876], [-0.48645, -1.89885, -3.12226], [0.13525, -2.93035, -2.96996], [-0.96365, -1.18605, -2.15446], [-1.15475, 0.15865, -8.02966], [0.79085, -1.26075, -7.53306], [1.10185, -2.19515, -5.24776], [-2.60315, -0.46615, -4.04226], [-6.93715, -0.18595, -4.31636], [-6.01025, -0.29215, -3.33296], [-6.01345, 0.62245, -2.29816], [-5.06175, 0.50815, -1.30256], [-4.10325, -0.50945, -1.31396], [-3.09345, -0.61365, -0.22986], [-4.15385, -1.42755, -2.36396], [-5.09165, -1.32495, -3.37436], [-6.75595, 1.40365, -2.27816], [-5.08045, 1.21695, -0.48566], [-3.26345, -1.58125, 0.27504], [-3.34505, 0.16325, 0.50474], [-3.43315, -2.22915, -2.37566], [-5.11495, -2.03445, -4.18806]], "forces_ev_per_angstrom": [[-0.094, -0.685, 1.175], [-0.142, -0.127, -0.105], [0.049, -0.045, 0.249], [0.161, 0.029, -0.207], [-0.101, 0.094, -0.029], [-0.678, 0.031, -0.186], [0.728, 0.034, 0.420], [-0.351, 0.058, -0.277], [0.687, 0.284, 1.099], [-1.034, 0.046, 0.938], [0.029, 0.072, -0.452], [0.736, -0.106, -1.412], [-0.548, 0.009, 0.156], [-0.289, 0.088, -0.582], [0.413, -0.009, 0.532], [-0.269, 0.093, -0.257], [0.839, -0.256, 0.489], [0.297, -0.003, 0.012], [-0.167, -0.009, 0.164], [-0.056, 0.116, -0.112], [-0.129, -0.106, -0.111], [0.031, -0.036, 0.101], [-0.027, 0.131, 0.000], [0.119, 0.037, -0.069], [0.026, -0.006, 0.049], [-0.116, -0.040, 0.003], [-0.092, 0.092, 0.034], [0.052, -0.009, 0.161], [0.131, -0.005, -0.056], [-0.023, -0.123, -0.044], [-0.081, -0.025, 0.043], [-0.150, -0.011, -0.024], [0.096, -0.027, 0.000], [0.082, -0.055, 0.198], [0.024, 0.036, -0.123], [-0.046, -0.093, 0.016], [-0.018, -0.060, -0.095], [0.053, -0.002, -0.008], [0.021, 0.053, -0.084], [-0.038, -0.142, -0.010], [-0.061, -0.046, 0.115], [0.139, -0.011, 0.029], [0.000, 0.144, -0.022], [0.074, -0.001, 0.010], [-0.066, 0.024, 0.130], [0.183, -0.036, 0.216], [-0.537, 1.094, -0.484], [-0.051, -0.176, 0.043], [-0.101, -0.076, -0.007], [0.076, 0.007, 0.082], [-0.068, 0.062, -0.005], [-0.083, 0.138, 0.028], [0.040, -0.102, 0.031], [0.133, -0.382, -0.002], [-0.021, -0.064, -0.017], [0.095, 0.098, -0.058], [0.017, 0.014, 0.022], [0.144, 0.108, 0.061], [0.027, -0.057, -0.094], [-0.013, 0.080, -0.030], [-0.089, -0.046, -0.083], [-0.005, -0.060, -0.057], [0.128, 0.002, 0.068], [0.025, 0.012, 0.111], [-0.104, 0.038, 0.089], [-0.095, 0.025, -0.017], [0.010, -0.010, -0.097], [-0.188, 0.034, -0.115], [-0.024, 0.024, -0.032], [0.044, 0.002, -0.010], [0.017, -0.021, 0.061], [0.042, -0.002, 0.065], [0.442, 0.029, 0.383], [-0.221, -0.451, -0.273], [-0.639, 0.194, 0.063], [0.094, 0.295, -0.600], [-0.077, -0.319, 0.133], [0.107, -0.039, -0.242], [-0.290, 0.122, 0.016], [0.043, -0.254, 0.075], [0.162, 0.127, 0.237], [0.042, 0.025, -0.272], [0.051, -0.242, -0.012], [-0.272, 0.060, 0.024], [0.220, 0.129, 0.180], [0.203, -0.170, 0.019], [-0.133, 0.112, -0.045], [-0.111, 0.076, -0.039], [0.010, 0.006, -0.037], [-0.093, -0.001, 0.161], [0.009, -0.017, -0.040], [0.020, 0.057, 0.023], [0.133, -0.358, 0.013], [0.339, -0.132, -0.114], [-0.357, 0.549, -1.399], [-0.083, -0.006, -0.019], [0.100, 0.034, -0.040], [0.030, -0.082, 0.006], [0.032, 0.093, -0.005], [0.081, 0.002, 0.067], [0.084, -0.075, 0.071], [-0.128, -0.056, -0.358], [0.129, -0.130, -0.001], [0.032, 0.146, -0.159], [0.388, -0.039, 0.540], [0.010, 0.154, 0.199], [-0.274, 0.061, -0.144], [-0.117, 0.113, -0.019], [0.061, 0.024, 0.089], [0.032, 0.132, 0.084], [0.061, -0.089, -0.017], [0.104, -0.169, -0.088], [-0.037, -0.045, -0.088]]}